# 1
{"formula": "C27H45CrN4OP2", "method": "wB97M-V/def2-TZVPD", "symbols": ["Cr", "P", "P", "N", "C", "H", "H", "C", "H", "H", "C", "H", "H", "C", "H", "H", "C", "C", "H", "H", "H", "C", "C", "H", "H", "H", "C", "C", "H", "H", "H", "C", "C", "H", "H", "H", "C", "O", "C", "H", "H", "H", "C", "H", "H", "H", "C", "H", "H", "H", "C", "H", "H", "H", "H", "H", "H", "H", "H", "H", "N", "C", "C", "C", "C", "C", "C", "C", "N", "C", "C", "N", "C", "H", "H", "H", "H", "H", "H", "H"], "positions_angstrom": [[0.01, 0.33, 0.29], [1.60, -0.21, -1.84], [-1.59, -0.11, 1.85], [-0.65, -1.66, -0.45], [0.99, -1.86, -2.35], [1.01, -1.98, -3.44], [1.61, -2.63, -1.90], [-0.42, -2.12, -1.85], [-1.17, -1.74, -2.56], [-0.61, -3.20, -1.84], [-2.01, -2.09, -0.06], [-2.01, -3.19, -0.17], [-2.78, -1.74, -0.76], [-2.35, -1.70, 1.37], [-1.95, -2.49, 1.99], [-3.44, -1.67, 1.48], [-3.03, 1.03, 1.80], [-2.61, 2.50, 1.80], [-3.52, 3.12, 1.80], [-2.03, 2.78, 0.91], [-2.03, 2.77, 2.70], [-1.00, -0.49, 3.54], [-0.45, 0.77, 4.26], [-0.18, 0.47, 5.27], [-1.21, 1.54, 4.31], [0.45, 1.17, 3.78], [3.39, -0.63, -1.48], [4.27, 0.60, -1.18], [5.29, 0.24, -1.07], [3.98, 1.10, -0.25], [4.23, 1.32, -2.00], [1.37, 0.74, -3.44], [1.34, 2.25, -3.30], [1.14, 2.67, -4.30], [2.31, 2.65, -2.97], [0.54, 2.61, -2.63], [-1.09, 1.21, -0.96], [-1.81, 1.84, -1.65], [-1.98, -1.26, 4.42], [-2.86, -0.67, 4.68], [-2.31, -2.20, 3.97], [-1.46, -1.52, 5.36], [4.07, -1.56, -2.49], [5.04, -1.86, -2.07], [3.50, -2.47, -2.68], [4.25, -1.05, -3.44], [2.35, 0.34, -4.56], [2.03, 0.84, -5.48], [3.37, 0.66, -4.33], [2.33, -0.74, -4.76], [-4.09, 0.75, 2.87], [-3.74, 1.04, 3.87], [-4.98, 1.36, 2.64], [-4.43, -0.29, 2.88], [-3.46, 0.80, 0.81], [0.34, 0.41, -3.71], [-0.12, -1.16, 3.31], [3.25, -1.19, -0.51], [-0.02, -2.20, 0.16], [0.85, -0.51, 1.07], [2.58, 9.96, 4.84], [2.31, 8.95, 4.28], [2.02, 7.74, 3.61], [1.66, 6.58, 4.31], [1.41, 5.38, 3.62], [1.61, 5.37, 2.25], [1.94, 6.50, 1.51], [2.13, 7.70, 2.20], [1.54, 4.15, 1.54], [2.18, 3.93, 0.32], [1.85, 2.63, -0.04], [0.97, 2.09, 0.88], [0.84, 3.02, 1.85], [1.58, 6.60, 5.39], [1.11, 4.47, 4.17], [2.03, 6.47, 0.43], [2.38, 8.60, 1.62], [2.86, 4.62, -0.15], [2.15, 2.05, -0.89], [0.24, 2.90, 2.74]], "mulliken_charge": [-0.962, 1.567, 1.953, 0.382, -1.032, 0.362, 0.497, -1.216, 0.359, 0.585, -1.142, 0.581, 0.393, -1.137, 0.465, 0.289, 0.301, -1.112, 0.511, 0.078, 0.088, 0.400, -1.358, 0.534, 0.227, 0.189, 0.403, -1.230, 0.507, 0.200, 0.236, 0.480, -1.294, 0.528, 0.197, 0.099, 0.194, -0.395, -1.440, 0.231, 0.310, 0.483, -1.517, 0.506, 0.307, 0.261, -1.706, 0.536, 0.294, 0.307, -1.674, 0.279, 0.506, 0.334, 0.440, 0.390, 0.340, 0.303, 0.185, 0.080, -0.491, 0.016, 0.418, -0.910, -0.372, 1.309, -0.677, -0.855, 0.378, -1.139, -1.049, 0.718, -0.311, 0.440, 0.428, 0.394, 0.422, 0.448, 0.274, 0.079], "homo_energy_ev": [-8.46, -11.63], "charge": 1, "fmax_ha_per_bohr": 0.1415, "spin_multiplicity": 5, "s_squared": 6.03, "total_energy_ha": -3076.97571, "lumo_ev": [-2.5, -3.0], "gap_ev": [5.975, 8.600]}

# 2
{"formula": "C2H8N2S", "method": "wB97M-V/def2-TZVPD", "symbols": ["N", "C", "N", "H", "H", "H", "H", "H", "C", "S", "H", "H", "H"], "positions_angstrom": [[0.14, -0.13, 3.06], [-0.29, 0.11, 1.82], [0.41, 0.09, 0.74], [1.10, -0.29, 3.24], [-0.46, -0.01, 3.86], [-1.34, 0.35, 1.71], [-0.22, 0.05, -0.37], [1.31, -0.36, 0.79], [-0.04, 0.05, -3.06], [-1.20, -0.14, -1.66], [0.09, 1.10, -3.33], [0.93, -0.38, -2.86], [-0.45, -0.45, -3.94]], "mulliken_charge": [-0.358, 0.170, -0.356, 0.204, 0.222, 0.298, 0.119, 0.197, -0.738, -0.485, 0.238, 0.242, 0.250], "homo_energy_ev": -6.95, "relative_energy_kcal_mol": 14.7, "charge": 0, "fmax_ha_per_bohr": 0.0224, "total_energy_ha": -588.65648, "lumo_ev": 0.3, "gap_ev": 7.281}

# 3
{"formula": "C3H2N4O", "method": "wB97M-V/def2-TZVPD", "symbols": ["O", "C", "C", "C", "N", "N", "N", "N", "H", "H"], "positions_angstrom": [[-0.88, -2.52, -0.82], [-0.11, -1.69, -0.46], [-0.53, -0.25, -0.60], [-0.52, 0.68, 0.54], [-0.24, 1.29, 1.58], [0.88, 2.00, 1.33], [1.31, 1.72, 0.17], [0.48, 0.91, -0.47], [0.72, -2.06, 0.19], [-1.11, -0.08, -1.45]], "mulliken_charge": [-0.367, -0.144, 0.395, 0.220, -0.361, -0.138, -0.303, 0.035, 0.369, 0.295], "homo_energy_ev": -10.91, "relative_energy_kcal_mol": 101.1, "charge": 0, "fmax_ha_per_bohr": 0.1016, "smiles": "O=C[C@H]1c2nnnn21", "total_energy_ha": -409.56708, "lumo_ev": -1.0, "gap_ev": 9.936}

# 4
{"formula": "C19H43Cl14O4PSi2", "method": "wB97M-V/def2-TZVPD", "symbols": ["C", "P", "O", "Si", "O", "Si", "C", "C", "C", "C", "O", "O", "H", "H", "H", "H", "H", "H", "H", "H", "H", "H", "H", "H", "H", "H", "H", "Cl", "C", "C", "Cl", "H", "H", "H", "H", "Cl", "C", "C", "Cl", "H", "H", "H", "H", "Cl", "C", "C", "Cl", "H", "H", "H", "H", "Cl", "C", "C", "Cl", "H", "H", "H", "H", "Cl", "C", "C", "Cl", "H", "H", "H", "H", "Cl", "C", "C", "Cl", "H", "H", "H", "H", "Cl", "C", "C", "Cl", "H", "H", "H", "H"], "positions_angstrom": [[-0.20, -1.46, 1.92], [-0.37, -0.79, 0.22], [-1.56, 0.38, 0.39], [-1.25, -2.38, -1.15], [-2.02, -3.63, -0.38], [-3.26, -3.32, 0.68], [-4.97, -3.49, -0.05], [-5.97, -2.68, 0.78], [-5.91, -1.17, 0.50], [-7.23, -0.57, 0.08], [-8.30, -1.12, 0.14], [-7.15, 0.68, -0.44], [0.00, -2.53, 1.92], [0.63, -0.97, 2.43], [-1.11, -1.24, 2.48], [-2.26, 0.22, -0.24], [-2.14, -1.64, -2.10], [-0.15, -2.96, -1.90], [-3.15, -4.27, 1.80], [-3.10, -1.97, 1.28], [-5.03, -3.25, -1.12], [-5.26, -4.53, 0.04], [-6.99, -3.05, 0.66], [-5.72, -2.84, 1.84], [-5.18, -0.98, -0.29], [-5.55, -0.64, 1.39], [-6.26, 1.03, -0.35], [-8.06, -6.42, 2.87], [-7.31, -7.66, 1.83], [-5.86, -7.88, 2.17], [-4.85, -6.47, 1.77], [-7.42, -7.34, 0.80], [-7.87, -8.58, 1.97], [-5.47, -8.73, 1.60], [-5.73, -8.09, 3.23], [3.40, -0.37, 1.96], [3.12, 1.01, 3.06], [3.39, 0.65, 4.50], [2.18, -0.50, 5.13], [2.10, 1.35, 2.91], [3.80, 1.80, 2.75], [3.33, 1.54, 5.11], [4.37, 0.20, 4.62], [5.46, 3.56, 2.09], [6.29, 2.42, 1.00], [7.17, 3.13, 0.01], [6.25, 4.08, -1.18], [5.52, 1.82, 0.50], [6.89, 1.76, 1.62], [7.75, 2.40, -0.55], [7.86, 3.81, 0.52], [3.89, 3.04, -4.71], [4.43, 4.72, -5.01], [4.07, 5.65, -3.88], [2.31, 5.92, -3.76], [3.98, 5.05, -5.95], [5.51, 4.69, -5.13], [4.53, 6.62, -4.06], [4.42, 5.27, -2.92], [1.52, 0.48, -5.87], [2.60, -0.01, -4.55], [2.28, -1.38, -4.01], [0.72, -1.44, -3.13], [2.53, 0.74, -3.76], [3.62, -0.01, -4.95], [3.05, -1.68, -3.29], [2.24, -2.13, -4.80], [7.20, 7.93, -4.09], [6.70, 9.63, -4.25], [5.23, 9.76, -4.56], [4.83, 9.15, -6.18], [7.31, 10.09, -5.02], [6.91, 10.12, -3.30], [4.94, 10.81, -4.53], [4.62, 9.21, -3.84], [-2.41, -2.45, 4.24], [-3.40, -3.05, 5.59], [-3.20, -4.53, 5.84], [-3.84, -5.51, 4.51], [-4.44, -2.83, 5.36], [-3.11, -2.49, 6.48], [-3.73, -4.82, 6.75], [-2.15, -4.77, 5.96]], "mulliken_charge": [-0.217, 0.229, -0.513, 0.457, -0.252, 0.629, -0.727, -0.581, -0.721, 0.660, -0.544, -0.494, 0.397, -0.097, -0.068, 0.273, -0.126, -0.220, -0.211, -0.133, 0.480, 0.283, 0.483, 0.146, 0.315, 0.435, 0.342, -0.185, -0.434, -0.617, -0.062, 0.303, 0.347, 0.292, 0.324, -0.197, 0.232, -0.424, -0.186, 0.360, -0.386, 0.316, 0.310, -0.239, -0.411, -0.607, -0.138, 0.337, 0.336, 0.334, 0.338, -0.131, -0.516, 0.546, -0.203, 0.358, 0.276, -0.223, -0.101, -0.173, -0.449, -0.564, -0.256, 0.302, 0.377, 0.290, 0.360, -0.164, -0.400, -0.538, -0.172, 0.321, 0.293, 0.351, 0.325, -0.088, -0.671, -0.525, -0.093, 0.311, 0.354, 0.321, 0.319], "homo_energy_ev": -7.60, "charge": 0, "fmax_ha_per_bohr": 0.0337, "total_energy_ha": -8413.82952, "lumo_ev": 0.4, "gap_ev": 8.002}